# 1
Computed, not measured: C41H59BrMgN6O3P as an isolated structure at a distorted geometry, with ωB97M-V/def2-TZVPD.

Cartesian coordinates (Å):
Mg: 0.232637 -0.580187 0.661120
O: -5.002740 1.515321 -0.552577
C: -4.194708 2.373056 0.133615
C: -4.785083 3.523789 0.646186
C: -4.033589 4.418048 1.390073
C: -2.686327 4.176256 1.619922
C: -2.097554 3.034393 1.096762
C: -2.835637 2.124973 0.352340
C: -2.151967 0.833118 -0.097831
O: -0.826670 0.842533 0.068549
N: -2.575630 0.591771 -1.524210
N: -2.041765 -0.484389 -2.092370
C: -2.048017 -0.606081 -3.362367
C: -1.467204 -1.756629 -4.023162
Br: -0.101950 -2.653288 -3.030530
C: -1.723729 -2.192113 -5.265666
C: -2.862573 -1.824953 -6.107824
C: -2.802511 -2.083371 -7.482244
C: -3.891241 -1.858967 -8.305922
C: -5.077492 -1.369461 -7.776782
C: -5.155721 -1.102032 -6.417392
C: -4.067363 -1.330438 -5.592024
H: -4.456364 0.787337 -0.894081
H: -5.836651 3.692280 0.449097
H: -4.505413 5.305422 1.794929
H: -2.095636 4.871410 2.203939
H: -1.056144 2.791893 1.268293
H: -2.666230 0.012752 0.448213
H: -2.649453 1.425582 -2.103649
H: -2.441493 0.185639 -4.008942
H: -1.061886 -2.944914 -5.676030
H: -1.880622 -2.470348 -7.901154
H: -3.820515 -2.082124 -9.363334
H: -5.936666 -1.213904 -8.416699
H: -6.082393 -0.735247 -5.993897
H: -4.163298 -1.168357 -4.527499
C: -1.108381 -2.293917 1.154307
C: -0.499222 -3.204255 2.073706
C: -0.586441 -3.027289 3.478713
C: -0.017719 -3.909218 4.362923
C: 0.684783 -5.033301 3.901516
C: 0.803889 -5.218104 2.514593
C: 0.234427 -4.333639 1.633360
C: 1.237473 -5.969442 4.809970
N: 1.678031 -6.737277 5.551231
H: -1.996651 -1.805195 1.554973
H: -1.283761 -2.704470 0.160277
H: -1.110448 -2.154634 3.854014
H: -0.098707 -3.747713 5.431676
H: 1.350992 -6.078297 2.147143
H: 0.342922 -4.492258 0.566460
C: 1.300126 2.534980 4.877919
N: 0.073248 1.846049 5.244466
C: 0.125191 1.226725 6.557358
C: -0.637570 1.282425 4.189033
O: -0.148390 1.195717 3.070105
N: -1.925722 0.904719 4.455755
C: -2.732332 0.383799 3.361847
C: -2.669105 1.293445 5.637168
H: 2.154151 1.850695 4.829735
H: 1.499786 3.310198 5.620049
H: 1.177667 2.987548 3.898140
H: 1.135861 0.857882 6.756181
H: -0.550622 0.378471 6.622236
H: -0.140143 1.944685 7.339629
H: -2.088368 0.180996 2.514000
H: -3.483371 1.121009 3.060529
H: -3.243715 -0.530942 3.670138
H: -2.252905 2.197118 6.079975
H: -2.691312 0.501653 6.391957
H: -3.699228 1.496699 5.343731
C: 2.615466 2.056725 0.786208
C: 3.826552 1.222952 0.338067
C: 3.919543 1.413226 -1.184003
C: 5.095553 1.768223 0.990634
P: 3.418105 -0.647760 0.606435
N: 2.030964 -1.070256 0.113160
C: 4.739838 -1.639710 -0.388573
C: 4.257646 -1.693122 -1.845824
C: 6.187442 -1.151310 -0.330027
C: 4.673274 -3.080154 0.135560
C: 3.788733 -0.994529 2.480794
C: 3.122573 -2.336971 2.817983
C: 5.247073 -1.013487 2.935646
C: 3.041831 0.089126 3.271197
H: 2.656518 3.043764 0.316347
H: 2.577752 2.205245 1.864107
H: 1.689160 1.579279 0.471466
H: 3.878552 2.481776 -1.416832
H: 3.077326 0.918668 -1.671528
H: 4.849934 1.022083 -1.594485
H: 5.265462 2.787865 0.627932
H: 5.975335 1.172938 0.745242
H: 5.006775 1.815396 2.077081
H: 4.545729 -0.814286 -2.419342
H: 3.170287 -1.769419 -1.846730
H: 4.667629 -2.574272 -2.349328
H: 6.313959 -0.195612 -0.840406
H: 6.829264 -1.881659 -0.834089
H: 6.541652 -1.038830 0.695327
H: 3.633962 -3.409904 0.188884
H: 5.128999 -3.183708 1.118434
H: 5.207171 -3.746790 -0.549030
H: 3.790272 -3.185712 2.681753
H: 2.249071 -2.485414 2.184461
H: 2.787802 -2.352973 3.858867
H: 5.816910 -1.811239 2.460745
H: 5.276896 -1.192811 4.015975
H: 5.750530 -0.063770 2.741255
H: 2.052165 0.267187 2.850136
H: 3.598784 1.027548 3.286638
H: 2.904576 -0.234943 4.307987

Atomic forces in eV per Å
Mg 0.09 -0.77 -0.17
O -0.08 -0.08 0.08
C 0.06 0.09 0.13
C -0.07 -0.03 -0.06
C -0.01 0.01 0.01
C 0.08 0.03 0.03
C -0.03 0.03 -0.04
C 0.03 -0.08 -0.11
C -0.20 -0.01 -0.20
O -0.33 0.40 -0.23
N -0.33 0.37 0.31
N 0.09 -0.47 -0.13
C -0.14 0.44 0.22
C 0.46 -0.41 -0.17
Br -0.10 0.14 -0.11
C 0.09 0.00 0.35
C -0.27 0.11 -0.18
C 0.11 0.04 0.09
C -0.04 0.00 -0.03
C 0.02 0.01 -0.01
C -0.05 0.01 -0.06
C 0.09 -0.06 0.01
H 0.08 0.07 -0.10
H 0.00 0.00 0.03
H -0.01 0.01 -0.01
H -0.01 0.00 0.00
H -0.02 0.02 0.00
H 0.16 -0.06 -0.10
H 0.24 0.06 -0.05
H -0.02 -0.05 0.02
H -0.05 -0.05 0.02
H -0.02 -0.03 0.01
H 0.01 0.02 0.00
H 0.00 0.03 0.01
H 0.02 0.00 0.02
H -0.05 -0.03 -0.01
C -0.04 0.23 0.15
C -0.08 -0.17 0.05
C 0.03 0.08 -0.08
C 0.14 -0.14 0.03
C -0.19 0.32 -0.34
C 0.05 -0.05 0.16
C 0.02 0.07 -0.02
C 0.20 -0.29 0.31
N -0.02 0.07 -0.05
H -0.04 -0.04 -0.02
H 0.02 0.06 -0.04
H -0.05 0.00 0.03
H -0.04 0.02 -0.01
H -0.01 0.01 -0.02
H -0.01 0.00 0.01
C -0.04 -0.08 -0.03
N 0.08 0.00 -0.03
C -0.08 0.00 0.00
C -0.10 0.09 0.13
O 0.06 -0.10 -0.14
N -0.04 -0.09 -0.06
C 0.03 -0.02 0.08
C 0.04 0.04 -0.02
H -0.07 0.11 0.07
H 0.02 0.00 0.00
H 0.02 0.05 0.02
H 0.01 -0.01 -0.02
H 0.02 0.00 -0.02
H 0.03 -0.05 0.04
H -0.01 -0.04 0.04
H 0.04 0.01 0.00
H 0.04 -0.03 -0.02
H 0.01 -0.02 0.01
H -0.04 0.04 0.01
H 0.00 0.06 -0.02
C 0.10 -0.09 0.11
C -0.24 -0.26 -0.13
C 0.01 -0.03 0.06
C -0.02 -0.06 0.02
P 1.20 0.11 0.07
N -0.21 0.36 0.46
C -0.20 0.12 0.11
C -0.09 -0.01 0.01
C -0.07 0.04 0.03
C -0.07 0.01 0.03
C -0.27 0.00 -0.24
C -0.07 -0.02 0.00
C 0.02 0.09 -0.07
C 0.13 -0.16 -0.17
H 0.02 0.01 -0.01
H -0.03 -0.02 -0.03
H -0.11 0.13 -0.07
H 0.01 0.01 0.01
H 0.03 0.05 -0.06
H -0.05 0.03 0.00
H 0.03 0.02 0.02
H -0.02 0.12 0.03
H 0.03 0.05 -0.07
H 0.00 -0.03 -0.01
H -0.07 -0.02 -0.11
H 0.09 0.02 0.04
H 0.04 -0.06 0.00
H 0.03 0.00 0.00
H 0.08 -0.03 -0.12
H 0.02 -0.05 0.04
H -0.01 -0.05 -0.02
H 0.04 0.05 -0.02
H 0.00 0.01 -0.04
H -0.09 -0.11 0.04
H 0.05 0.04 0.02
H 0.00 0.01 0.07
H -0.01 0.01 0.02
H 0.02 -0.12 0.05
H -0.02 0.09 0.16
H -0.11 -0.01 0.00
H 0.06 -0.06 0.01

Summary:
- net charge = -1
- HOMO-LUMO gap (eV) = 6.31
- HOMO (Ha) = -0.1554
- E_tot (eV) = -143336.5256
- LUMO energy (eV) = 2.086

---

# 2
Computed, not measured: C41H60F3LaN5O5P as an isolated structure at a distorted geometry, with ωB97M-V/def2-TZVPD.

Cartesian coordinates (Å):
La: 1.952380 -0.271072 -1.398447
C: -1.377529 -4.075178 3.238924
C: -0.635957 -3.453663 2.056362
C: -1.456684 -2.395355 1.291575
C: -1.707475 -0.967010 1.824049
C: -1.946136 -0.928070 3.332509
C: -2.956236 -0.464657 1.095185
N: -0.557616 -0.095518 1.411003
C: -0.606658 1.239975 2.016330
C: 0.261883 2.314225 1.362572
N: 1.706395 2.089444 1.188076
C: 2.189534 3.047036 0.160103
C: 1.679190 2.869094 -1.266376
O: 0.808072 3.605361 -1.701980
O: 2.272109 1.922958 -1.914759
C: 2.583388 2.371048 2.393254
C: 2.755247 3.873242 2.695757
C: 2.178570 1.709772 3.727164
C: 2.763056 0.362865 4.197279
C: 2.620327 0.363236 5.721539
C: 4.239342 0.222613 3.816413
N: 1.937208 -0.722482 3.641017
C: 2.365192 -2.077101 3.972380
C: 1.234182 -3.068493 3.740686
N: 0.744099 -3.030153 2.370746
C: 1.718781 -3.494864 1.393693
C: 1.786180 -2.419023 0.344482
O: 1.115946 -2.515952 -0.705435
O: 2.406197 -1.345526 0.677418
H: -2.349040 -4.434480 2.894784
H: -1.561759 -3.389537 4.061676
H: -0.833987 -4.933664 3.636190
H: -0.537922 -4.272848 1.329296
H: -2.439237 -2.850274 1.124088
H: -1.019360 -2.272817 0.296443
H: -2.722858 -1.638858 3.618184
H: -2.291094 0.057559 3.648446
H: -1.033198 -1.151513 3.887365
H: -3.824521 -1.056882 1.391878
H: -2.836413 -0.572537 0.012970
H: -3.186422 0.579257 1.310384
H: 0.282414 -0.560637 1.743209
H: -0.801117 0.052844 -0.708292
H: -0.448464 1.188007 3.092397
H: -1.620360 1.628725 1.886137
H: 0.072378 3.253855 1.904996
H: -0.140247 2.476953 0.360789
H: 3.276727 2.963312 0.129346
H: 1.932225 4.081134 0.407262
H: 3.562559 1.993683 2.090864
H: 1.803411 4.354785 2.936514
H: 3.228179 4.441291 1.900294
H: 3.390552 3.974215 3.575303
H: 1.099075 1.648198 3.824143
H: 2.476859 2.426022 4.493313
H: 3.220227 1.166844 6.152957
H: 2.962803 -0.564750 6.177776
H: 1.577262 0.521272 6.002718
H: 4.807957 1.120892 4.072323
H: 4.366696 0.033156 2.748318
H: 4.704579 -0.608372 4.351123
H: 1.984265 -0.650623 2.627835
H: 2.619749 -2.135747 5.031406
H: 3.273243 -2.375736 3.431194
H: 0.421841 -2.791045 4.408487
H: 1.566559 -4.078882 4.034970
H: 1.426080 -4.450302 0.942703
H: 2.699938 -3.592651 1.853759
F: 3.833009 -0.261561 -3.236643
C: 4.790201 -0.947608 -2.372864
F: 3.828431 -2.036965 -1.981682
F: 4.542173 -0.105408 -1.181851
N: -0.505517 0.261373 -1.670853
P: -1.597605 0.990013 -2.563941
C: -2.717118 2.075721 -1.678593
C: -2.275738 3.335302 -1.262174
C: -3.105684 4.129574 -0.487029
C: -4.367383 3.678728 -0.119294
C: -4.809394 2.429637 -0.527694
C: -3.984443 1.630224 -1.306722
C: -0.861666 1.896524 -3.921622
C: -1.543667 2.980591 -4.470222
C: -1.023858 3.656796 -5.564419
C: 0.178360 3.250674 -6.119727
C: 0.859335 2.165776 -5.585641
C: 0.343529 1.490373 -4.493865
C: -2.644197 -0.258958 -3.365629
C: -2.466957 -1.593499 -3.020291
C: -3.246410 -2.583200 -3.614585
C: -4.200335 -2.241091 -4.555546
C: -4.381699 -0.906144 -4.911070
C: -3.609017 0.075499 -4.319707
H: -1.284139 3.682820 -1.524107
H: -2.763985 5.105452 -0.167202
H: -5.009200 4.305497 0.487266
H: -5.791017 2.072819 -0.245414
H: -4.335760 0.656633 -1.625944
H: -2.474117 3.319762 -4.032719
H: -1.554186 4.506752 -5.973157
H: 0.589097 3.784092 -6.967194
H: 1.804903 1.845113 -6.001909
H: 0.904850 0.650693 -4.105162
H: -1.713784 -1.855874 -2.284204
H: -3.097792 -3.618724 -3.336138
H: -4.804891 -3.009885 -5.019374
H: -5.123321 -0.636761 -5.651508
H: -3.757691 1.108766 -4.612612
C: 0.471055 -4.012347 -3.537160
C: 1.517966 -3.028886 -4.001998
O: 1.184768 -1.672743 -3.639866
H: 0.308760 -3.928566 -2.464110
H: 0.787475 -5.032275 -3.763067
H: -0.477563 -3.841692 -4.054854
H: 1.644061 -3.069207 -5.087178
H: 2.488681 -3.200439 -3.544530
H: 0.268879 -1.489998 -3.881305

Atomic forces in eV per Å
La 0.16 -0.24 -0.88
C -0.11 -0.03 0.07
C 0.21 0.01 0.07
C -0.09 0.04 -0.06
C 0.17 0.10 -0.16
C -0.10 0.04 0.12
C -0.08 -0.06 -0.01
N -0.11 -0.07 0.03
C -0.13 0.00 -0.05
C 0.03 0.03 -0.03
N 0.28 0.27 -0.10
C -0.01 0.32 -0.01
C 0.24 -0.38 0.12
O -0.12 0.14 -0.16
O -0.24 0.68 -0.09
C -0.17 -0.16 -0.08
C 0.02 0.09 0.11
C 0.00 0.10 0.06
C -0.05 -0.07 -0.09
C 0.04 0.04 0.07
C 0.19 0.00 0.02
N 0.00 -0.02 0.02
C 0.04 0.04 0.08
C -0.12 -0.06 -0.07
N -0.07 0.01 0.00
C -0.02 -0.12 0.02
C -0.04 0.22 0.93
O 0.00 -0.35 -0.22
O -0.05 -0.51 0.01
H 0.01 0.00 -0.01
H 0.03 0.00 -0.03
H 0.04 0.01 -0.04
H -0.06 0.02 0.01
H -0.01 -0.03 0.03
H 0.03 -0.03 0.04
H 0.00 0.00 -0.04
H -0.01 0.02 -0.02
H 0.02 -0.01 -0.04
H 0.00 0.00 0.02
H 0.01 -0.02 0.07
H 0.04 -0.02 -0.01
H 0.02 -0.04 0.03
H -0.04 0.09 -0.02
H 0.03 -0.02 0.02
H 0.01 -0.01 0.03
H 0.01 0.00 0.04
H 0.01 -0.05 -0.02
H 0.03 0.00 -0.05
H -0.08 -0.07 0.18
H 0.01 -0.02 0.03
H -0.02 -0.04 -0.02
H 0.01 -0.04 -0.01
H 0.03 -0.01 -0.01
H 0.00 0.00 -0.01
H 0.03 -0.01 0.02
H -0.01 0.01 -0.01
H 0.00 -0.01 -0.02
H -0.01 -0.01 -0.01
H -0.05 0.02 0.01
H -0.06 0.02 -0.01
H -0.05 -0.02 0.01
H 0.04 0.01 -0.02
H -0.02 0.00 0.00
H -0.04 -0.02 -0.05
H -0.01 0.03 0.00
H 0.05 0.03 -0.01
H 0.05 0.00 0.02
H 0.01 -0.05 0.00
F 0.38 -0.10 0.02
C -1.03 0.19 0.41
F 0.45 0.26 -0.05
F 0.35 -0.37 -0.39
N 0.05 0.28 -0.05
P 0.32 -0.57 0.07
C -0.19 0.14 0.13
C -0.02 -0.06 0.07
C -0.02 -0.01 0.01
C -0.04 0.03 0.04
C 0.08 -0.01 -0.06
C -0.08 0.03 -0.08
C 0.01 0.18 -0.17
C 0.03 0.05 -0.02
C -0.03 -0.04 0.06
C 0.05 -0.01 -0.04
C 0.01 0.00 0.03
C -0.07 -0.05 0.09
C -0.24 0.01 -0.13
C 0.00 -0.07 0.02
C 0.09 0.04 0.08
C -0.06 0.06 -0.07
C 0.01 -0.12 0.04
C 0.04 0.08 -0.03
H 0.06 -0.01 -0.05
H 0.01 0.00 0.00
H 0.01 0.00 0.00
H -0.01 0.01 0.01
H 0.02 0.01 0.00
H -0.01 -0.01 0.02
H 0.00 0.00 0.00
H 0.01 -0.01 0.00
H 0.00 0.03 -0.03
H -0.07 0.05 0.02
H -0.01 0.01 0.00
H -0.01 0.00 0.00
H 0.00 0.00 0.00
H 0.00 0.00 0.00
H 0.05 0.02 0.05
C -0.10 -0.08 -0.01
C 0.11 0.21 -0.08
O -0.03 0.23 0.23
H 0.05 0.03 0.03
H 0.02 0.02 -0.02
H 0.01 0.01 0.00
H 0.00 -0.02 0.01
H -0.03 -0.10 0.05
H -0.06 -0.12 0.01

Summary:
- HOMO-LUMO gap (eV) = 8.73
- HOMO (Ha) = -0.3065
- E_tot (eV) = -79484.3294
- LUMO energy (eV) = 0.393

---

Question: What is the E_tot in the second record?
Answer: -79484.3294 eV

---

Question: What is the E_tot in the second record?
Answer: -79484.3294 eV

---

Question: Which value of LUMO energy does entry 2 give?
Answer: 0.393 eV

---

Question: Which value of HOMO-LUMO gap does entry 2 give?
Answer: 8.73 eV